# 1
Computed, not measured: a molecular structure, C39H59ClHfN6O2Si in a non-equilibrium geometry, with ωB97M-V with the def2-TZVPD basis set.

As for the multiplicity: 1. The charge is +2. Its total energy is -76132.696 eV. For the HOMO energy, the calculation gives -12.87 eV.

Cartesian coordinates (Å):
Hf: -0.34 0.37 -0.15
Cl: -7.45 -2.01 2.63
Si: 1.50 0.83 2.54
O: -0.78 -1.40 -0.57
O: -4.94 3.28 1.25
N: 1.92 0.03 -0.19
N: -1.82 4.52 -0.17
N: -0.63 1.74 -3.21
N: -1.69 2.29 -0.22
N: -2.57 3.98 0.82
N: 0.00 0.54 -2.73
C: 3.16 3.15 2.64
C: -6.63 -0.54 3.04
C: 2.09 0.34 4.24
C: 2.30 -1.14 -1.05
C: 3.47 4.49 2.47
C: -4.60 0.67 3.41
C: -2.81 -0.99 -1.83
C: 2.48 0.92 6.55
C: 2.39 -0.25 1.21
C: -2.18 -1.73 -0.65
C: -2.87 -1.28 0.65
C: -5.25 -0.51 3.09
C: -7.36 0.60 3.33
C: -0.27 0.41 2.04
C: 3.82 -1.34 -1.16
C: 2.92 -0.37 6.81
C: -2.47 2.67 0.80
C: 2.53 1.31 -0.71
C: 3.57 1.10 -1.80
C: -5.31 1.83 3.70
C: 2.95 -1.31 5.79
C: -6.70 1.77 3.67
C: 2.52 5.36 1.93
C: -7.13 5.29 1.34
C: -5.42 7.00 1.89
C: 4.55 0.00 -1.37
C: 0.98 3.54 1.73
C: -5.63 5.63 1.24
C: 2.53 -0.96 4.52
C: -5.26 5.72 -0.25
C: -1.30 3.49 -0.78
C: -3.25 4.83 1.79
C: 1.28 4.88 1.56
C: -2.33 -3.24 -0.83
C: -4.77 4.52 1.92
C: 2.07 1.27 5.28
C: -5.08 4.39 3.43
C: -4.59 3.10 4.10
C: 1.91 2.65 2.26
H: -3.08 5.85 1.47
H: 2.15 -1.29 1.44
H: 2.46 1.65 7.35
H: 3.12 0.83 -2.76
H: -7.30 2.64 3.92
H: 3.01 1.82 0.13
H: -5.83 6.53 -0.71
H: 3.29 -2.32 5.99
H: -0.01 3.17 1.47
H: 3.25 -0.64 7.80
H: -4.61 5.24 3.95
H: 0.99 0.67 -2.92
H: -2.65 0.10 -1.72
H: 1.89 -0.99 -2.05
H: 1.83 -2.03 -0.64
H: -4.41 7.39 1.74
H: 3.48 -0.16 1.28
H: 1.74 2.29 5.09
H: -4.70 3.23 5.18
H: -1.00 1.04 2.55
H: -0.43 -0.62 2.38
H: -4.20 5.94 -0.40
H: -2.34 -1.68 1.51
H: -1.63 1.59 -3.22
H: -7.69 5.95 0.67
H: -6.10 7.71 1.44
H: -2.38 -1.33 -2.77
H: 0.54 5.56 1.14
H: -3.89 -1.67 0.67
H: -5.49 4.79 -0.77
H: -8.44 0.56 3.31
H: -6.15 4.49 3.60
H: 5.05 0.32 -0.46
H: 4.19 -1.83 -0.27
H: -0.67 3.58 -1.64
H: -3.51 0.68 3.47
H: 4.44 4.87 2.77
H: -3.38 -3.51 -0.92
H: -3.51 2.96 3.92
H: -3.88 -1.17 -1.87
H: -0.37 1.92 -4.18
H: -7.52 5.44 2.34
H: -4.68 -1.41 2.89
H: -1.91 -3.75 0.04
H: -1.80 -3.57 -1.72
H: 4.10 2.04 -1.95
H: 5.33 -0.11 -2.13
H: -3.03 2.03 1.46
H: 2.56 -1.70 3.73
H: 3.90 2.49 3.08
H: -7.35 4.27 1.03
H: 1.73 1.98 -1.07
H: -2.92 -0.18 0.71
H: -2.76 4.69 2.75
H: -0.28 -0.26 -3.29
H: 2.76 6.41 1.81
H: 4.00 -2.01 -1.99
H: -5.86 3.01 1.32
H: -5.62 6.98 2.97

# 2
Computed, not measured: a molecular structure, C39H59N5OP2Ti in a non-equilibrium geometry, with ωB97M-V with the def2-TZVPD basis set.

As for the multiplicity: 3. Its total energy is -92594.357 eV. For the HOMO energy (spin up / spin down), the calculation gives -5.43 / -6.56 eV.

Cartesian coordinates (Å):
Ti: 0.57 0.16 0.11
P: -1.69 1.33 1.54
P: 0.19 -2.40 -0.55
O: 2.27 -0.09 -0.81
N: -1.31 0.13 -0.96
N: 2.98 -1.45 3.19
N: 1.50 -0.41 1.96
N: 0.89 2.35 -2.84
N: 1.80 2.58 0.39
C: 2.69 -0.98 1.95
C: -3.95 -1.94 -2.55
C: -3.50 3.00 3.02
C: -2.08 -3.32 -2.03
C: -3.14 -0.53 3.04
C: -2.04 2.21 -0.03
C: 2.05 2.79 -2.08
C: 1.65 3.47 -0.77
C: -1.98 -0.96 -1.51
C: 5.92 -1.76 0.16
C: 3.41 -0.62 -0.46
C: 1.94 -1.16 4.03
C: -2.68 3.21 -2.54
C: 0.95 -3.92 -2.92
C: -1.10 -3.10 1.78
C: 1.21 3.27 1.53
C: -2.21 1.91 -2.41
C: -2.04 2.63 2.82
C: -4.44 0.46 1.12
C: -1.87 1.41 -1.16
C: 1.24 1.28 -3.75
C: -3.29 -0.85 -2.02
C: 4.93 -1.65 1.11
C: -1.38 2.31 4.16
C: 3.67 -1.09 0.84
C: -2.80 4.03 -1.42
C: 2.52 -3.92 -0.98
C: 4.44 -0.72 -1.43
C: 0.29 3.45 -3.55
C: -3.05 0.08 1.64
C: 3.21 2.34 0.70
C: -0.58 -5.06 0.34
C: 1.44 -3.12 -1.71
C: 1.03 -0.51 3.26
C: 5.65 -1.28 -1.13
C: -2.48 3.52 -0.17
C: -3.34 -3.20 -2.59
C: -0.13 -3.66 0.75
C: -1.39 -2.24 -1.47
H: -3.79 0.10 -2.00
H: -2.08 1.29 -3.29
H: -3.15 5.05 -1.53
H: -3.78 -1.42 3.01
H: -2.66 -0.69 0.98
H: -2.94 3.59 -3.52
H: -0.57 3.09 -4.12
H: 1.79 -4.09 -3.60
H: 5.17 -2.01 2.11
H: 3.37 -4.07 -1.66
H: -2.11 -3.05 1.35
H: 2.67 1.92 -1.88
H: -3.57 0.15 3.77
H: -4.05 3.15 2.09
H: 0.86 -3.74 1.24
H: 1.91 -2.21 -2.10
H: 0.57 -4.90 -2.64
H: 1.25 2.64 2.42
H: 2.91 -3.42 -0.09
H: -2.60 4.16 0.70
H: 2.17 -4.90 -0.68
H: -1.52 3.15 4.86
H: -4.95 -1.81 -2.95
H: 0.07 -0.11 3.54
H: -4.40 1.10 0.24
H: 0.17 3.51 1.30
H: 4.21 -0.35 -2.42
H: -4.03 2.23 3.58
H: -0.52 -5.74 1.19
H: -0.31 2.13 4.07
H: 3.30 1.67 1.55
H: -3.84 -4.05 -3.02
H: 3.71 3.30 0.94
H: -1.62 -5.04 0.01
H: 0.34 0.92 -4.26
H: -1.14 -3.75 2.66
H: 3.82 -1.95 3.44
H: 0.17 -3.41 -3.48
H: -0.83 -2.09 2.11
H: 0.60 3.76 -0.83
H: 0.01 -5.49 -0.46
H: 1.96 1.60 -4.53
H: -1.83 1.43 4.63
H: -3.58 3.93 3.60
H: -0.08 4.21 -2.87
H: 2.24 4.38 -0.59
H: 1.67 0.45 -3.19
H: 1.00 3.92 -4.26
H: -2.17 -0.86 3.41
H: 6.87 -2.20 0.41
H: -1.61 -4.29 -2.03
H: -1.52 3.51 2.43
H: -4.97 -0.45 0.83
H: 1.93 -1.43 5.06
H: 1.74 4.21 1.74
H: 3.72 1.89 -0.14
H: 6.41 -1.35 -1.90
H: -5.03 0.96 1.87
H: 2.66 3.50 -2.68

# 3
Computed, not measured: 11 unconnected molecules or ions with the total composition C39H59N8O3S2 in a non-equilibrium geometry, with ωB97M-V with the def2-TZVPD basis set.

As for the multiplicity: 1. The charge is -1. Its total energy is -81128.897 eV. For the HOMO energy, the calculation gives -5.27 eV.

Cartesian coordinates (Å):
S: -3.34 -12.26 -9.82
S: -1.51 -7.23 -4.95
O: -2.83 -6.86 -4.30
O: -4.84 -12.21 -9.59
O: -0.31 -6.12 -12.06
N: -2.07 -3.79 -12.38
N: 0.36 -4.92 -14.70
N: 4.03 -8.22 -8.59
N: 0.80 -3.28 -10.97
N: -3.92 -5.64 -6.70
N: 1.83 -7.88 -14.05
N: 1.82 -10.50 -8.05
N: -2.32 -7.33 -14.16
C: -1.62 -6.17 -9.94
C: -3.17 -4.72 -7.42
C: -1.95 -2.64 -13.05
C: 2.23 -2.06 -9.79
C: -2.88 -10.78 -10.74
C: 0.14 -4.24 -16.82
C: -4.07 -2.91 -12.49
C: 2.10 -3.24 -10.53
C: -4.03 -3.90 -8.07
C: 2.14 -7.40 -7.98
C: 0.06 -2.22 -10.57
C: 2.75 -8.04 -6.89
C: -3.42 -8.65 -15.57
C: 2.90 -7.60 -9.06
C: 3.90 -8.64 -7.33
C: -3.65 -7.23 -13.79
C: -3.35 -3.90 -12.06
C: 2.56 -8.75 -13.31
C: 1.40 -10.63 -9.32
C: -0.43 -8.28 -3.81
C: -2.92 -13.46 -11.12
C: 1.56 -11.61 -7.27
C: -0.56 -4.75 -15.67
C: -3.26 -2.07 -13.17
C: -1.81 -8.55 -6.27
C: 0.86 -1.46 -9.77
C: 0.86 -12.48 -8.08
C: -0.54 -6.79 -10.82
C: -0.67 -8.25 -10.92
C: -2.18 -8.17 -15.22
C: 0.80 -11.91 -9.39
C: 2.22 -7.87 -15.35
C: 3.50 -9.35 -14.11
C: -5.33 -4.17 -7.70
C: 1.61 -4.63 -15.16
C: 3.19 -8.83 -15.38
C: -5.27 -5.27 -6.82
C: -4.34 -8.06 -14.70
C: 1.48 -4.25 -16.55
H: 2.33 -3.87 -17.09
H: 0.13 -5.39 -13.83
H: 2.26 -9.68 -7.66
H: -2.10 -4.86 -7.42
H: -1.17 -5.25 -9.54
H: -1.51 -6.98 -13.67
H: 2.82 -7.54 -10.13
H: 1.27 -6.77 -7.89
H: -5.99 -5.95 -6.38
H: -2.51 -8.19 -7.03
H: -0.26 -3.85 -17.74
H: 1.08 -7.40 -13.57
H: 0.46 -13.40 -7.69
H: 0.35 -6.57 -10.23
H: 2.42 -4.79 -14.46
H: -0.98 -2.29 -13.37
H: -3.48 -1.19 -13.75
H: 0.19 -8.77 -11.36
H: -3.11 -13.19 -12.16
H: 0.41 -4.04 -11.51
H: -6.28 -3.78 -8.01
H: -2.08 -9.42 -5.67
H: -5.12 -2.70 -12.35
H: 1.60 -11.75 -6.20
H: 0.35 -12.43 -10.22
H: -4.00 -6.74 -12.90
H: -2.66 -6.10 -10.25
H: -1.85 -13.64 -10.99
H: -3.37 -10.48 -11.67
H: -1.79 -10.85 -10.86
H: 2.39 -8.79 -12.25
H: -1.55 -8.52 -11.51
H: 1.96 -7.10 -16.06
H: 1.44 -9.78 -9.98
H: 2.47 -8.16 -5.86
H: -0.21 -7.55 -3.03
H: -1.23 -8.52 -15.60
H: -3.40 -14.38 -10.80
H: 3.09 -1.61 -9.32
H: 3.75 -9.12 -16.26
H: -2.96 -10.03 -9.96
H: -0.97 -2.00 -10.82
H: 4.59 -9.38 -6.96
H: -3.57 -9.32 -16.40
H: 0.55 -0.62 -9.16
H: -1.63 -6.69 -8.98
H: -5.42 -8.17 -14.70
H: -1.60 -4.94 -15.45
H: -0.96 -8.88 -6.87
H: 0.56 -8.61 -4.14
H: 2.75 -4.07 -10.75
H: -3.61 -6.33 -6.03
H: -3.76 -3.29 -8.92
H: -0.95 -9.08 -3.29
H: -0.92 -8.84 -10.03
H: -3.53 -4.77 -11.45
H: 4.80 -8.37 -9.22
H: -1.35 -4.44 -12.08
H: 4.21 -10.10 -13.81

# 4
Computed, not measured: a molecular structure, C39H60BiBr2Cl2GeN10Se2SiTe, with ωB97M-V with the def2-TZVPD basis set.

As for the multiplicity: 1. The charge is +1. Its total energy is -429665.089 eV. For the HOMO energy, the calculation gives -9.74 eV.

Cartesian coordinates (Å):
Bi: -0.19 0.45 0.31
Te: -2.33 -1.43 -0.21
Br: 4.27 5.46 -4.35
Br: -0.54 0.58 -7.77
Se: -1.30 1.41 2.54
Se: 3.54 -0.76 0.04
Ge: 5.44 -2.56 1.97
Cl: 1.27 -1.72 -2.28
Cl: 1.40 -4.58 -1.65
Si: -3.55 1.62 2.97
N: 0.02 -2.92 3.39
N: -0.29 1.06 -3.14
N: 1.08 3.12 1.28
N: 0.49 5.25 1.71
N: 1.55 4.89 2.45
N: 0.45 -1.50 1.58
N: -2.61 5.23 -1.11
N: -1.18 2.92 -0.49
N: 2.14 2.00 -2.09
N: 1.03 -0.87 3.74
C: -2.21 2.90 -1.33
C: 0.65 1.58 -3.94
C: 1.95 0.16 3.31
C: -5.47 -1.58 -3.98
C: -0.87 4.10 0.05
C: 3.42 4.06 -3.44
C: -0.46 0.79 -5.90
C: 2.24 -3.21 -2.38
C: 1.77 2.35 -3.31
C: -4.95 0.56 -0.91
C: 0.53 -0.72 5.09
C: 0.61 1.45 -5.33
C: -3.45 2.20 4.73
C: 0.25 4.16 1.01
C: 3.97 -3.11 3.13
C: -5.62 -0.65 -2.96
C: 5.53 -3.75 0.44
C: -1.31 0.45 -3.73
C: 2.38 3.38 -4.03
C: -4.69 -0.51 -1.94
C: 0.50 -1.75 2.87
C: 1.89 3.62 2.19
C: -0.89 -3.74 2.61
C: 0.74 -3.62 4.45
C: 3.83 3.71 -2.17
C: -4.49 0.04 2.84
C: 4.98 -0.74 1.37
C: -3.56 -1.34 -1.94
C: -1.58 5.25 -0.27
C: -4.33 -2.37 -3.96
C: 4.68 -0.49 -1.52
C: -2.15 -3.15 -3.04
C: -3.36 -2.27 -2.96
C: -1.46 0.28 -5.10
C: -4.20 2.97 1.87
C: -2.93 4.05 -1.63
C: -6.51 -1.73 -5.05
C: 3.16 2.67 -1.54
C: 7.14 -2.50 2.92
H: -3.77 4.01 -2.31
H: -1.60 -3.11 2.08
H: 6.23 -3.37 -0.31
H: 3.96 -2.53 4.05
H: 0.30 0.33 5.26
H: 1.12 -4.57 4.06
H: -6.19 -2.43 -5.81
H: 1.58 -3.03 4.79
H: -2.07 0.04 -3.07
H: 3.16 -3.04 -1.83
H: -5.14 3.39 2.25
H: -4.40 2.65 5.04
H: 1.95 5.54 3.11
H: -2.32 -0.23 -5.50
H: -2.48 1.95 -1.77
H: 2.71 3.12 2.67
H: -2.66 2.94 4.85
H: 0.28 -2.33 1.03
H: 7.93 -2.16 2.25
H: 4.55 -3.86 -0.02
H: 2.03 3.66 -5.01
H: -6.49 0.00 -2.97
H: 2.41 -3.42 -3.43
H: 2.84 0.13 3.95
H: 7.41 -3.49 3.29
H: -7.44 -2.09 -4.62
H: 5.88 -4.73 0.76
H: 1.48 1.14 3.39
H: -1.24 -2.59 -2.84
H: -4.05 -0.70 3.52
H: 2.26 -0.01 2.28
H: 7.09 -1.82 3.77
H: -2.07 -3.61 -4.02
H: 0.08 -3.83 5.29
H: -4.39 2.61 0.86
H: -5.80 0.31 -0.28
H: -5.53 0.18 3.12
H: -2.19 -3.95 -2.29
H: 3.46 2.34 -0.56
H: 3.03 -2.96 2.60
H: -1.31 6.20 0.17
H: 1.40 1.84 -5.95
H: -4.17 -3.09 -4.76
H: -6.72 -0.77 -5.53
H: -1.44 -4.39 3.30
H: 4.04 -0.49 -2.40
H: -4.09 0.70 -0.26
H: -3.24 1.36 5.40
H: 5.19 0.47 -1.44
H: -4.45 -0.37 1.83
H: 4.64 -0.14 2.21
H: -0.36 -4.38 1.89
H: -3.47 3.78 1.81
H: 5.84 -0.23 0.94
H: 4.05 -4.17 3.40
H: 4.65 4.22 -1.68
H: 1.26 -1.05 5.83
H: 5.41 -1.29 -1.58
H: -5.17 1.51 -1.40
H: -0.39 -1.29 5.22